# 1
# C13H23F3NO4P2Sc

A molecular structure, C13H23F3NO4P2Sc (ωB97M-V with the def2-TZVPD basis set, OMol25).

```
47
Properties=species:S:1:pos:R:3:lowdin_charge:R:1
Sc 0.2312 -0.1033 0.2231 0.9390
P 1.5486 1.2537 -1.5280 0.8562
C 1.6530 -0.0758 -2.7828 -0.2519
C 1.3183 -1.4733 -2.3415 -0.2893
N 0.5772 -1.6876 -1.2286 0.0057
C 0.0806 -2.9381 -0.9725 -0.2559
C 0.4565 -4.0284 -1.7458 0.0130
C 1.2991 -3.8295 -2.8423 0.0295
C 1.7051 -2.5366 -3.1030 0.0039
C -0.8701 -3.1922 0.2560 -0.2528
P -1.7752 -1.6716 0.8207 0.8703
H 2.2771 -2.2995 -4.0153 0.1518
H 0.0520 -5.0059 -1.4251 0.1451
H 1.5606 -4.6845 -3.4816 0.1461
H -1.6129 -3.9890 0.0014 0.1171
H -0.2769 -3.5606 1.1309 0.1181
H 1.0810 0.1715 -3.6327 0.0741
H 2.6949 -0.0751 -3.1132 0.1122
H -1.4888 -0.1228 -3.8345 0.0294
O -1.2339 0.3209 -4.6681 -0.0566
H -1.2385 1.2976 -4.5517 0.0554
H -1.3698 1.3867 -0.5120 -0.0209
O -1.6413 0.7871 -1.1366 -0.1100
H -2.6079 1.1453 -1.1747 0.1744
C -3.1728 -1.5930 -0.3573 -0.2074
H -3.1835 -2.3801 -1.1022 0.0706
H -4.1324 -1.4619 0.1110 0.0636
H -3.0003 -0.6101 -0.7952 -0.0114
C -2.5512 -2.1684 2.3960 -0.2278
H -3.2616 -1.3726 2.6787 0.0658
H -3.0894 -3.1329 2.3434 0.0801
H -1.7507 -2.2242 3.1535 0.0599
C 3.3083 1.3886 -1.0998 -0.2194
H 3.8161 1.7156 -2.0129 0.0689
H 3.5405 2.0848 -0.2853 0.0706
H 3.6854 0.3993 -0.8180 0.0677
C 1.2406 2.7784 -2.4547 -0.2111
H 1.2039 3.6403 -1.7752 0.0729
H 2.0628 2.9238 -3.1612 0.0736
H 0.2876 2.7123 -2.9925 0.0481
F 2.0292 1.6185 4.1735 0.1761
C 2.4802 0.6106 3.3964 -0.4625
F 3.6805 0.9764 2.8463 0.1537
F 2.6050 -0.5260 4.1287 0.1687
C 1.4557 0.3037 2.2220 -0.4830
O 0.6338 1.1974 1.8646 -0.0153
O 1.6081 -0.8274 1.6724 -0.0062
```

For the LUMO energy, the calculation gives -7.2 eV. The calculation puts the electronic energy at -70953.3495 eV. The calculation puts the HOMO energy at -16.3304 eV. The value obtained for the HOMO-LUMO gap is 9.11 eV. The net charge is +2.

***

# 2
# CH2IO3S

A gas-phase ion, CH2IO3S (charge -1) (ωB97M-V with the def2-TZVPD basis set, OMol25).

```
8
Properties=species:S:1:pos:R:3:lowdin_charge:R:1
C 0.2884 1.0099 -0.3484 -0.7001
O 3.1664 0.4379 -0.5042 -0.5674
O 2.4431 -0.1541 -2.7684 -0.5450
O 1.2514 1.7116 -1.6189 -0.5455
S 2.7906 0.9432 -1.8520 0.5911
I -0.6230 2.3311 0.9433 0.7023
H -0.4371 0.4383 -0.8893 -0.0059
H 1.1011 0.3548 0.2990 0.0704
```

For the LUMO energy, the calculation gives 2.7 eV. For the energy above the lowest of the compared OMol25 structures with the same formula, charge and spin, the calculation gives 47.4 kcal/mol. The calculation puts the electronic energy at -26147.6598 eV. The calculation puts the HOMO energy at -4.0916 eV. The value obtained for the HOMO-LUMO gap is 6.79 eV. The net charge is -1.

***

# 3
# C7H18N2O

C7H18N2O in the gas phase (ωB97M-V with the def2-TZVPD basis set, OMol25).

```
28
Properties=species:S:1:pos:R:3:lowdin_charge:R:1
C 2.4633 1.4080 0.2282 -0.1077
N 1.7409 0.2424 -0.2334 -0.2746
C 2.6397 -0.8122 -0.6546 -0.1009
C 0.7637 -0.2354 0.7283 -0.1365
C -0.5833 -0.6641 0.0862 -0.5490
C -1.2381 -1.7308 0.9697 -0.0241
O -0.3476 -1.2066 -1.1952 -0.0065
N -1.3613 0.6013 0.0423 -0.2154
C -2.7186 0.6152 0.5427 -0.1071
C -1.2437 1.3090 -1.2204 -0.0922
H 3.0721 1.2127 1.1283 0.0858
H 3.1284 1.7491 -0.5667 0.0808
H 1.7557 2.2061 0.4515 0.0806
H 2.0466 -1.6284 -1.0593 0.0769
H 3.2948 -0.4358 -1.4401 0.0827
H 3.2664 -1.1875 0.1727 0.0857
H 0.3635 0.6507 1.3196 0.1474
H 1.1659 -1.0736 1.3158 0.1198
H -0.6228 -2.6266 0.9188 0.0897
H -1.2914 -1.4116 2.0066 0.0854
H -2.2406 -1.9691 0.6192 0.0801
H -1.1971 -1.4461 -1.5834 0.1067
H -2.7466 0.2598 1.5696 0.0767
H -3.4277 0.0243 -0.0594 0.0852
H -3.0644 1.6486 0.5289 0.0839
H -0.2145 1.2267 -1.5616 0.0796
H -1.4888 2.3592 -1.0553 0.0837
H -1.9145 0.9146 -1.9990 0.0832
```

For the LUMO energy, the calculation gives 0.8 eV. For the energy above the lowest of the compared OMol25 structures with the same formula, charge and spin, the calculation gives 42.2 kcal/mol. The calculation puts the electronic energy at -12577.4983 eV. The calculation puts the HOMO energy at -8.0318 eV. The value obtained for the HOMO-LUMO gap is 8.86 eV. As for the SMILES: CN(C)C[C@](C)(O)N(C)C.

***

# 4
# C40H76N3O9

3 unconnected molecules or ions with the total composition C40H76N3O9 (ωB97M-V with the def2-TZVPD basis set, OMol25).

```
128
Properties=species:S:1:pos:R:3:lowdin_charge:R:1
C 5.1204 -0.6666 -2.1844 0.2272
C 4.0298 -0.8849 -2.6484 -0.1291
N 2.7540 -1.0549 -3.2715 -0.0718
C 2.6692 -2.5553 -3.4277 -0.0512
C 3.3045 -3.1416 -4.6934 -0.3805
C 2.6660 -4.4476 -5.2078 -0.0268
N 4.3128 -2.7095 -5.3300 0.1710
C 2.5012 -0.1983 -4.4891 -0.0126
C 1.1640 0.5815 -4.3094 -0.3282
C -0.1591 -0.2394 -4.4502 -0.0526
C -0.1443 -1.2626 -5.5974 -0.1911
O 0.3002 -2.3654 -5.3891 0.0608
N 0.9273 1.8053 -5.0885 0.1188
C 1.1752 1.8200 -6.3517 -0.3311
C -0.0287 1.8744 -7.3161 -0.0172
C 2.5444 1.8758 -7.0245 -0.0080
C 1.3126 1.0349 -2.7725 -0.2663
C 2.4528 2.0262 -2.4549 -0.1163
C 2.2060 3.4900 -2.9532 -0.2044
C 2.8385 4.5780 -2.0475 -0.1938
C 2.4728 5.9663 -2.6637 -0.1416
C 0.9703 6.2408 -2.3442 -0.2460
O 0.7420 7.6071 -2.0539 -0.1513
C -0.3654 7.7501 -1.1633 -0.2566
C -1.6785 7.1096 -1.6952 -0.0819
C -0.0580 1.4923 -2.2072 -0.1186
C -0.0427 2.3334 -0.9087 -0.3627
C -1.5556 2.5715 -0.5221 -0.0541
C 0.6099 1.6522 0.3315 -0.0530
C 1.8444 -0.3742 -2.2137 -0.1510
C 0.9268 -1.2754 -1.3680 -0.0796
C 1.8097 -2.0621 -0.3266 -0.2727
C 0.9683 -2.9919 0.6151 0.0548
O 1.8902 -3.4570 -0.5532 -0.1483
H 6.1030 -0.2833 -1.9756 0.0748
H 1.6453 -2.9469 -3.3650 0.1179
H 3.1842 -3.0028 -2.5602 0.1467
H 2.1896 -4.3169 -6.1841 0.0863
H 3.4581 -5.2083 -5.2497 0.0897
H 1.9526 -4.8030 -4.4451 0.0807
H 4.6520 -1.8695 -4.8455 0.0419
H 2.3806 -0.7359 -5.4442 0.1372
H 3.4262 0.3807 -4.5765 0.1296
H -0.9604 0.4981 -4.5993 0.1263
H -0.4368 -0.7907 -3.5388 0.1133
H -0.5723 -1.0216 -6.5967 0.1328
H 0.2249 1.5200 -8.3230 0.0833
H -0.2604 2.9553 -7.4292 0.1025
H -0.9236 1.4242 -6.8770 0.0702
H 2.4841 1.3917 -8.0083 0.0848
H 2.8301 2.9352 -7.1377 0.1051
H 3.3479 1.4142 -6.4295 0.0690
H 2.6509 2.1012 -1.3716 0.1140
H 3.4222 1.7312 -2.8957 0.1142
H 2.6917 3.5607 -3.9447 0.1086
H 1.1383 3.6763 -3.1520 0.1000
H 2.4156 4.4611 -1.0355 0.1065
H 3.9282 4.4063 -2.0656 0.1169
H 2.6361 5.9220 -3.7515 0.1116
H 3.1111 6.7286 -2.1967 0.1172
H 0.6934 5.5833 -1.4989 0.1015
H 0.3696 5.9647 -3.2326 0.1263
H -0.0888 7.2994 -0.1916 0.1185
H -0.5673 8.8272 -1.0727 0.1213
H -1.6533 6.0098 -1.6965 0.0535
H -1.8290 7.4961 -2.7149 0.0853
H -2.4885 7.4387 -1.0275 0.0786
H -0.7617 0.6613 -2.0299 0.1158
H -0.5352 2.0994 -2.9987 0.1250
H 0.3847 3.3401 -1.0014 0.0988
H -1.6120 3.5784 -0.0702 0.0795
H -2.1925 2.6080 -1.4168 0.0806
H -1.9034 1.8622 0.2397 0.0684
H -0.0998 0.8941 0.7116 0.0676
H 1.5527 1.1230 0.1358 0.0613
H 0.7099 2.4052 1.1266 0.0965
H 2.5379 -0.0109 -1.4425 0.1088
H 0.1935 -0.7314 -0.7663 0.1008
H 0.3815 -2.0489 -1.9303 0.1213
H 2.6750 -1.5446 0.1215 0.1491
H 1.5215 -3.6407 1.2973 0.1150
H 0.1092 -3.3919 0.0684 0.0987
C -4.2816 -4.4995 5.3549 -0.1044
O -4.4614 -4.1459 3.9982 -0.2068
C -5.7868 -3.7151 3.7232 -0.1975
C -5.8040 -2.7752 2.5342 -0.1751
O -5.3811 -1.4528 2.8539 -0.1206
C -3.9954 -1.2748 3.1023 -0.1808
C -3.1396 -1.3231 1.8521 -0.1962
O -2.9513 -2.6632 1.4162 -0.1952
C -2.7830 -2.7570 0.0232 -0.1184
H -4.9103 -5.3575 5.6163 0.0906
H -3.2364 -4.7688 5.5013 0.0803
H -4.5149 -3.6509 6.0067 0.0897
H -6.2179 -3.2048 4.5914 0.1301
H -6.3880 -4.6041 3.4928 0.1295
H -6.8399 -2.6728 2.2033 0.1290
H -5.2397 -3.1813 1.6937 0.1178
H -3.6381 -1.9698 3.8636 0.1158
H -3.9081 -0.2703 3.5251 0.1298
H -2.1474 -0.9050 2.0766 0.1188
H -3.6123 -0.7234 1.0655 0.1248
H -3.6522 -2.3475 -0.5031 0.0935
H -2.6945 -3.8123 -0.2352 0.0958
H -1.8698 -2.2341 -0.2892 0.0591
C 0.7993 -3.8249 5.5677 -0.1058
O 0.5538 -2.6351 6.2840 -0.1969
C -0.4828 -1.8590 5.7068 -0.2033
C -1.1485 -0.9912 6.7592 -0.1781
O -2.0685 -1.6935 7.5869 -0.1309
C -1.5022 -2.5864 8.5425 -0.1790
C -0.8539 -1.8877 9.7207 -0.1980
O 0.4175 -1.3665 9.3607 -0.2040
C 0.7564 -0.2098 10.0971 -0.1113
H 1.1565 -3.6003 4.5551 0.0791
H 1.5672 -4.3861 6.0975 0.0912
H -0.1059 -4.4400 5.5147 0.0849
H -1.2365 -2.5042 5.2387 0.1178
H -0.0308 -1.2169 4.9372 0.1243
H -1.7492 -0.2395 6.2399 0.1241
H -0.4115 -0.4530 7.3567 0.1201
H -0.8208 -3.2936 8.0686 0.1194
H -2.3461 -3.1661 8.9249 0.1276
H -0.7003 -2.6119 10.5309 0.1293
H -1.5137 -1.0885 10.0757 0.1277
H 0.0106 0.5783 9.9460 0.0877
H 1.7151 0.1518 9.7275 0.0878
H 0.8511 -0.4400 11.1629 0.0896
```

For the LUMO energy, the calculation gives -2.7 eV. The calculation puts the electronic energy at -65591.3010 eV. The calculation puts the HOMO energy at -10.5128 eV. The value obtained for the HOMO-LUMO gap is 7.78 eV. The net charge is +1.

***

# 5
# C29H41CaCl2N3O9P2

A molecular structure, C29H41CaCl2N3O9P2 (ωB97M-V with the def2-TZVPD basis set, OMol25).

```
87
Properties=species:S:1:pos:R:3:lowdin_charge:R:1
Ca 0.5786 0.5880 -0.3774 1.4104
C -0.5172 -0.9767 3.8040 -0.0416
C 0.6838 -1.3588 2.9811 -0.2701
C 1.8388 -0.5854 3.0091 -0.0284
C 2.9824 -0.9560 2.3056 -0.2692
C 4.2652 -0.1803 2.4461 -0.0553
C 2.9307 -2.1035 1.5230 -0.0168
C 1.7869 -2.8970 1.4648 -0.2682
C 1.7640 -4.1395 0.6160 -0.0446
C 0.6777 -2.5173 2.2097 -0.0266
H -0.5565 0.0960 3.9973 0.0659
H -0.4957 -1.4801 4.7732 0.0854
H -1.4482 -1.2612 3.3118 0.0766
H 1.8618 0.3157 3.6127 0.1183
H 4.9691 -0.7280 3.0753 0.0819
H 4.0941 0.7906 2.9115 0.0750
H 4.7395 0.0065 1.4798 0.0543
H 3.8127 -2.3965 0.9611 0.1234
H 2.5643 -4.8265 0.8970 0.0826
H 1.9040 -3.9097 -0.4426 0.0763
H 0.8182 -4.6721 0.7136 0.0749
H -0.2204 -3.1249 2.1682 0.1212
C -2.8319 3.8284 0.5253 -0.0648
C -1.3092 3.6979 0.5077 -0.5764
O -0.6880 4.8510 1.0948 -0.0717
P -0.7328 2.3676 1.6193 0.4902
O -1.7401 1.1270 1.5064 -0.1584
O -1.0219 2.8792 3.0790 -0.0665
O 0.6881 1.9679 1.3444 -0.3939
P -0.7700 3.3741 -1.2556 0.3253
O 0.8323 3.6373 -1.2265 -0.1577
O -1.4409 4.3290 -2.1512 -0.2713
O -0.8540 1.8541 -1.3514 -0.4683
H -3.1770 4.0587 1.5341 0.0891
H -3.3256 2.9204 0.1784 0.0514
H -3.0994 4.6354 -0.1580 0.0852
H -0.8536 5.6110 0.5208 0.1071
H -1.5199 0.3812 0.9052 0.0155
H -0.7075 3.7809 3.1998 0.0951
H 1.0493 4.4835 -1.6231 0.0731
Cl -4.7803 -4.9439 0.8610 0.6897
C -5.1491 -3.2429 0.8809 -0.5815
C -6.2611 -2.8356 1.6012 -0.1104
C -6.5920 -1.4907 1.6419 -0.0741
C -5.8107 -0.5584 0.9752 -0.0967
C -4.7021 -0.9977 0.2673 -0.5519
Cl -3.7158 0.1959 -0.4973 0.8362
C -4.3427 -2.3404 0.1883 -0.3210
N -3.2103 -2.7695 -0.5224 0.0556
C -3.1794 -2.7147 -1.9199 -0.2210
C -4.3415 -2.6249 -2.6748 -0.0240
C -4.2816 -2.6549 -4.0598 -0.0838
C -3.0634 -2.7850 -4.7135 -0.0928
C -1.9083 -2.8865 -3.9504 -0.0360
C -1.9427 -2.8490 -2.5631 -0.1475
C -0.6667 -3.0049 -1.7748 -0.0602
C -0.1071 -1.7177 -1.2484 -0.6027
O 0.8726 -1.1478 -1.8070 -0.1084
O -0.6979 -1.2350 -0.1862 -0.2174
H -6.8535 -3.5750 2.1199 0.1025
H -7.4594 -1.1637 2.1992 0.1081
H -6.0370 0.4965 1.0000 0.1041
H -2.3402 -2.4822 -0.0753 0.1063
H -5.3011 -2.5385 -2.1784 0.1159
H -5.2001 -2.5839 -4.6276 0.1015
H -3.0104 -2.8078 -5.7924 0.0966
H -0.9456 -2.9917 -4.4370 0.1145
H 0.0994 -3.4538 -2.4066 0.1247
H -0.8489 -3.6623 -0.9180 0.1225
C 5.6601 1.6065 -1.9249 -0.0480
C 4.8575 2.5410 -1.0333 -0.6402
C 5.7387 3.0980 0.0754 -0.0456
C 4.2694 3.6902 -1.8541 -0.0481
N 3.8161 1.7578 -0.3348 -0.0585
N 2.8668 1.0957 -1.1702 -0.0573
H 6.5532 2.1154 -2.2885 0.0874
H 5.0928 1.2836 -2.8003 0.0783
H 5.9709 0.7226 -1.3659 0.0862
H 6.5174 3.7369 -0.3432 0.0868
H 6.2074 2.2909 0.6383 0.0817
H 5.1564 3.7029 0.7747 0.0852
H 5.0640 4.2536 -2.3457 0.0878
H 3.7142 4.3769 -1.2114 0.0806
H 3.5974 3.3408 -2.6414 0.0730
H 3.2729 2.3740 0.2647 0.1056
H 3.2641 0.2330 -1.5355 0.0914
H 2.6258 1.6782 -1.9764 0.0766
```

For the LUMO energy, the calculation gives 0.3 eV. For the energy above the lowest of the compared OMol25 structures with the same formula, charge and spin, the calculation gives 31.5 kcal/mol. The calculation puts the electronic energy at -115709.0897 eV. The calculation puts the HOMO energy at -7.8245 eV. The value obtained for the HOMO-LUMO gap is 8.11 eV.

***

Question: Look up the HOMO energy of the fourth one.
Answer: -10.5128 eV

***

Question: Look up the HOMO energy of the fifth one.
Answer: -7.8245 eV

***

Question: Which formula does entry 2 have?
Answer: CH2IO3S

***

Question: Look up the electronic energy of the second one.
Answer: -26147.6598 eV